{"formula": "C19H22ClNRu", "method": "ωB97M-V/def2-TZVPD", "elements": ["C", "C", "C", "H", "C", "C", "H", "H", "H", "H", "Ru", "Cl", "C", "C", "C", "H", "C", "C", "H", "H", "H", "H", "C", "N", "C", "C", "C", "C", "C", "C", "C", "C", "H", "H", "H", "H", "H", "H", "H", "H", "H", "H", "H", "H"], "positions_angstrom": [[2.0485, -1.6421, -0.2275], [2.1005, -1.4299, -1.6599], [0.7345, -1.6477, -2.1436], [2.9840, -1.1517, -2.2696], [-0.1422, -1.7499, -1.0200], [0.6893, -1.7081, 0.1658], [0.3262, -1.7948, 1.1940], [2.9133, -1.6933, 0.4529], [0.4194, -1.7380, -3.1835], [-1.2262, -1.9411, -1.0815], [0.9114, 0.2774, -1.2497], [2.1191, 2.0426, -0.4883], [1.2405, 2.0592, -3.0223], [0.0013, 1.3948, -3.3317], [0.3201, 0.2063, -4.0299], [-0.9830, 1.8469, -3.2699], [1.7492, 0.0875, -4.0927], [2.3120, 1.2144, -3.4745], [3.3662, 1.4752, -3.4729], [1.3239, 3.1001, -2.7230], [-0.3914, -0.4873, -4.4757], [2.2927, -0.7036, -4.6114], [0.7396, -1.2297, 4.3180], [-0.1050, -0.8680, 3.1809], [-1.4735, -1.3631, 3.2325], [0.1668, 0.4177, 2.5209], [-0.8132, 0.8029, 1.4161], [-1.9478, 1.3937, 1.9594], [-3.0552, 1.7392, 1.2034], [-3.0382, 1.5790, -0.1800], [-1.8669, 1.0908, -0.7724], [-0.7643, 0.7194, 0.0037], [0.5724, -2.2950, 4.5523], [0.5237, -0.6659, 5.2538], [1.8027, -1.0561, 4.0495], [-2.1410, -0.7132, 3.8345], [-1.8854, -1.3915, 2.2073], [-1.4636, -2.3594, 3.7123], [0.0002, 1.2306, 3.2695], [1.2185, 0.4197, 2.1932], [-1.9468, 1.5825, 3.0375], [-3.9410, 2.1159, 1.6977], [-3.8878, 1.8561, -0.8240], [-1.8034, 0.9774, -1.8511]], "forces_ev_per_a": [[0.087, 0.096, -0.001], [0.107, -1.981, 0.080], [0.073, -2.180, 0.134], [-0.806, -0.700, 0.584], [0.903, -2.204, 0.358], [-0.334, -1.881, -0.246], [0.241, 0.154, -0.498], [-0.578, 0.406, -0.454], [0.326, -0.160, 1.017], [0.804, 0.390, 0.177], [-0.328, 3.947, -1.438], [2.014, 1.532, 2.632], [-0.663, -0.503, -1.630], [1.032, 0.910, -0.817], [0.966, 0.356, -0.575], [0.319, -0.084, 0.051], [-0.916, 0.645, -0.992], [-0.879, 0.656, -0.611], [-0.190, -0.125, 0.308], [-0.017, -0.556, 0.260], [0.130, 0.172, 0.267], [-0.157, 0.119, 0.359], [-0.272, 0.418, -0.525], [0.163, -0.924, -0.196], [0.295, 0.457, 0.187], [0.232, 0.241, 0.348], [-0.823, 0.429, -0.338], [-0.404, 0.118, 0.254], [-0.400, 0.118, -0.287], [0.230, -0.124, -0.351], [-0.645, 0.156, 0.965], [-0.317, 0.157, 0.786], [0.242, 0.335, -0.152], [0.042, 0.022, -0.269], [-0.547, -0.171, 0.194], [0.014, -0.195, -0.078], [0.086, -0.219, 0.529], [-0.061, 0.331, -0.440], [0.634, -0.274, -0.246], [-0.313, 0.080, 0.047], [-0.286, -0.046, -0.265], [-0.030, 0.163, 0.019], [0.279, -0.134, 0.500], [-0.255, 0.050, 0.353]], "mulliken_charge": [-0.045, -1.256, -0.609, 0.422, -0.783, -0.502, 0.810, 0.357, 0.737, 0.471, -0.556, -0.518, -0.994, -1.060, -0.495, 0.909, -0.577, -0.076, 0.381, 0.586, 0.600, 0.450, -1.068, 0.515, -0.947, -1.666, 1.419, -0.652, -0.661, -0.872, 0.161, 0.498, 0.303, 0.300, 0.282, 0.265, 0.258, 0.334, 0.458, 0.470, 0.305, 0.362, 0.359, 0.324], "e_tot_ev": -36648.994, "multiplicity": 6, "largest_force_ev_per_a": 4.21, "charge": -1}

***

{"formula": "CH5N3O", "method": "ωB97M-V/def2-TZVPD", "elements": ["C", "N", "N", "N", "O", "H", "H", "H", "H", "H"], "positions_angstrom": [[0.2432, -0.4108, 0.2134], [-1.9868, -0.7045, -0.0750], [1.2760, 0.4957, -0.0966], [-1.1147, 0.2464, 0.0154], [-1.2328, 1.4684, 0.0369], [0.1024, -1.3690, -0.2687], [0.3447, -0.5921, 1.2387], [-2.8871, -0.2298, -0.1121], [1.3189, 1.3459, 0.4017], [1.5365, 0.5607, -1.0627]], "forces_ev_per_a": [[0.297, 1.991, -0.403], [0.504, 2.274, -0.008], [0.888, -1.958, -1.312], [-0.983, -2.592, 0.320], [-0.323, -0.465, -0.067], [0.824, 0.142, -0.568], [-0.497, -0.389, 1.740], [-0.371, 0.018, -0.057], [-0.245, 0.684, 0.466], [-0.094, 0.295, -0.111]], "mulliken_charge": [-0.361, -0.709, -0.475, 0.841, -0.607, 0.343, 0.292, 0.230, 0.230, 0.215], "e_tot_ev": -7633.122, "largest_force_ev_per_a": 2.79, "smiles": "[H]/N=[N+](\\[O-])CN", "de_lowest_ev": 2.516}

***

{"formula": "C6H12MnN2PS", "method": "ωB97M-V/def2-TZVPD", "elements": ["C", "C", "C", "C", "C", "Mn", "P", "H", "H", "H", "H", "H", "H", "H", "H", "N", "C", "N", "S", "H", "H", "H", "H"], "positions_angstrom": [[-0.7586, -2.4903, -1.4340], [-0.8013, -1.4892, -2.4731], [-1.7144, -0.4539, -2.0694], [-2.2792, -0.8267, -0.7831], [-1.6527, -2.0690, -0.3677], [-0.1360, -0.5877, -0.5327], [2.0911, -1.1026, -0.3327], [-0.2321, -3.4432, -1.4859], [-0.2832, -1.5516, -3.4299], [-1.9803, 0.4271, -2.6598], [-1.8860, -2.6474, 0.5280], [-3.0450, -0.2783, -0.2305], [3.0004, 0.0019, -0.4266], [2.7774, -2.0348, -1.1633], [2.4469, -1.6626, 0.9363], [1.6091, 2.0643, 2.1558], [0.3399, 2.1958, 1.7427], [-0.1975, 3.4149, 1.9339], [-0.5672, 0.8531, 1.1617], [2.0128, 2.8133, 2.7082], [2.1119, 1.1980, 1.9927], [-1.1563, 3.6152, 1.6890], [0.3000, 4.0535, 2.5404]], "forces_ev_per_a": [[-1.144, 0.696, 0.579], [-0.655, 0.332, 0.640], [-0.128, -1.048, 0.106], [1.018, -0.587, -0.243], [-0.599, -0.437, -1.531], [0.571, 0.330, -0.249], [1.022, -0.039, 0.161], [-0.003, 0.452, 0.113], [-0.058, 0.128, 0.426], [0.156, -0.388, 0.342], [0.117, 0.330, -0.328], [0.440, -0.196, -0.203], [-0.216, -0.567, 0.171], [-0.268, 0.351, 0.229], [0.029, 0.338, -0.492], [-0.262, 0.072, -0.147], [0.647, 0.129, 0.300], [0.161, -0.897, 0.028], [-0.735, 0.999, 0.220], [0.349, -0.406, -0.303], [-0.277, 0.433, 0.346], [0.131, -0.192, 0.081], [-0.296, 0.167, -0.245]], "mulliken_charge": [-0.483, -0.325, -0.317, -0.603, -0.356, 0.106, -0.184, 0.528, 0.443, 0.414, 0.382, 0.538, 0.147, 0.140, 0.152, -0.358, 0.734, -0.389, -0.377, 0.198, 0.174, 0.239, 0.198], "e_tot_ev": -60834.308, "multiplicity": 4, "largest_force_ev_per_a": 1.70, "charge": 1, "de_lowest_ev": 0.157}

***

{"formula": "C4H9NO2", "method": "ωB97M-V/def2-TZVPD", "elements": ["C", "C", "C", "O", "C", "N", "O", "H", "H", "H", "H", "H", "H", "H", "H", "H"], "positions_angstrom": [[-1.0446, -1.2887, 2.8043], [0.2067, 1.8752, -1.1930], [1.1802, 2.8447, -1.3545], [-0.0320, 1.3040, -0.1186], [-0.1609, -1.2022, 1.7467], [-0.0623, -2.0665, 0.7555], [-0.1159, -1.0735, -2.0284], [-0.0336, -1.4286, -1.1479], [-1.1091, -0.4494, 3.4965], [-0.5289, 1.7637, -1.9839], [1.3377, 3.2845, -2.3629], [1.7555, 3.2134, -0.5234], [-0.5155, -1.7679, -2.5776], [0.3922, -0.2999, 1.6192], [-0.6186, -2.8926, 1.0230], [-1.7087, -2.1267, 2.9407]], "forces_ev_per_a": [[0.118, 0.565, 0.408], [-0.885, 0.572, 0.228], [0.537, 0.501, -1.300], [0.109, -0.649, 0.967], [-0.305, -0.231, -0.780], [-0.146, -0.290, 0.694], [-0.316, 0.028, -1.390], [0.080, -0.369, 0.823], [-0.013, -0.348, -0.061], [0.109, -0.386, -0.665], [-0.156, -0.243, 0.937], [0.206, -0.114, 0.150], [0.274, 0.332, 0.420], [0.418, 0.635, -0.018], [0.075, 0.140, -0.371], [-0.105, -0.141, -0.045]], "mulliken_charge": [-0.706, 0.094, -0.555, -0.489, 0.224, -0.547, -0.626, 0.385, 0.245, 0.324, 0.240, 0.275, 0.286, 0.405, 0.182, 0.263], "e_tot_ev": -9872.350, "largest_force_ev_per_a": 1.49, "de_lowest_ev": 7.711}